{
  "formula": "C4H9N2O2",
  "method": "the ωB97M-V functional and the def2-TZVPD basis",
  "symbols": ["C", "N", "C", "C", "N", "C", "O", "O", "H", "H", "H", "H", "H", "H", "H", "H", "H"],
  "coordinates": [[-1.073, 0.634, 0.100], [-1.796, -0.062, -0.971], [0.462, 0.412, 0.010], [1.201, 1.486, 0.822], [0.856, -0.945, 0.270], [0.349, -2.038, -0.565], [-0.344, -2.888, 0.024], [0.693, -1.968, -1.761], [-1.365, 0.287, 1.096], [-1.264, 1.711, 0.012], [-1.092, -0.371, -1.645], [-2.110, -0.973, -0.652], [0.716, 0.616, -1.039], [0.665, 1.678, 1.758], [1.152, 2.447, 0.311], [2.210, 1.105, 0.971], [0.741, -1.132, 1.259]],
  "relative_energy_kj_mol": 19.9,
  "total_charge": -1,
  "e_tot_ha": -417.8750,
  "molar_mass_da": 117.1,
  "smiles": "C[C@H](CN)NC(=O)[O-]"
}